Entry 1:
Molecular formula: C24H22N2O2
Method: DFT, wB97M-V/def2-TZVPD

Geometry (Å):
C (2.82, -0.75, -4.17)
C (2.35, -0.60, -2.75)
C (1.23, -1.31, -2.29)
C (0.84, -1.21, -0.96)
C (1.69, -0.56, -0.02)
C (1.75, -0.93, 1.39)
N (1.32, -2.23, 1.64)
O (1.81, -2.90, 2.59)
O (0.44, -2.74, 0.86)
C (2.68, 0.32, -0.54)
C (3.03, 0.27, -1.88)
H (3.79, -0.25, -4.30)
H (2.93, -1.81, -4.43)
H (2.12, -0.32, -4.90)
H (0.68, -1.96, -2.97)
H (-0.10, -1.65, -0.62)
H (2.66, -0.65, 1.92)
H (3.20, 0.98, 0.15)
H (3.86, 0.86, -2.28)
C (-0.41, -3.56, 6.71)
N (-0.47, -2.37, 5.89)
C (0.45, -2.01, 4.95)
C (0.12, -0.76, 4.39)
C (0.91, -0.09, 3.42)
C (0.39, 1.07, 2.74)
C (-0.97, 1.15, 2.37)
C (-1.49, 2.37, 1.96)
C (-0.65, 3.49, 1.85)
C (0.74, 3.34, 1.99)
C (1.26, 2.12, 2.40)
C (-1.05, -0.28, 5.15)
C (-1.62, 0.97, 5.36)
C (-2.45, 1.17, 6.47)
C (-2.73, 0.14, 7.37)
C (-2.22, -1.15, 7.15)
C (-1.39, -1.33, 6.06)
H (-1.34, -3.65, 7.27)
H (-0.28, -4.45, 6.08)
H (0.43, -3.53, 7.43)
H (1.32, -2.61, 4.72)
H (1.99, -0.15, 3.60)
H (-1.60, 0.26, 2.43)
H (-2.56, 2.46, 1.75)
H (-1.08, 4.47, 1.65)
H (1.40, 4.18, 1.79)
H (2.34, 1.99, 2.52)
H (-1.39, 1.78, 4.66)
H (-2.86, 2.17, 6.63)
H (-3.34, 0.35, 8.25)
H (-2.45, -1.98, 7.82)

Output
Energy above the lowest of the compared OMol25 structures with the same formula, charge and spin: 725.0 kJ/mol
Kohn-Sham gap: 5.8 eV
HOMO: -6.9 eV
Total charge: 0
F_max: 2.97 eV/Å

---

Entry 2:
Molecular formula: C24H22N4O2S2Ti
Method: DFT, wB97M-V/def2-TZVPD

Geometry (Å):
Ti (-0.13, -0.25, 1.04)
N (-1.52, 0.44, -0.41)
C (-2.26, -0.33, -1.40)
C (-3.35, 0.33, -1.98)
C (-4.11, -0.25, -2.97)
C (-3.77, -1.52, -3.39)
C (-2.71, -2.19, -2.80)
C (-1.91, -1.64, -1.78)
C (-0.85, -2.46, -1.13)
C (-0.56, -3.73, -1.65)
C (0.30, -4.60, -1.01)
C (0.88, -4.23, 0.20)
C (0.62, -2.97, 0.70)
C (-0.21, -2.03, 0.05)
H (-0.95, 1.11, -0.91)
H (-2.18, 1.00, 0.12)
H (-3.58, 1.33, -1.63)
H (-4.95, 0.28, -3.40)
H (-4.34, -2.01, -4.17)
H (-2.51, -3.19, -3.14)
H (-0.99, -4.07, -2.58)
H (0.52, -5.57, -1.45)
H (1.52, -4.92, 0.73)
H (1.08, -2.70, 1.64)
O (3.95, -1.48, 0.68)
C (4.47, -0.24, 0.56)
C (5.82, -0.13, 0.26)
C (6.42, 1.10, 0.11)
C (5.67, 2.27, 0.27)
C (4.33, 2.18, 0.56)
C (3.70, 0.94, 0.72)
C (2.27, 0.88, 1.01)
O (1.69, -0.26, 1.31)
N (1.57, 1.99, 0.93)
N (0.24, 1.82, 1.24)
C (-0.43, 2.93, 1.20)
S (-2.09, 3.04, 1.72)
C (-2.36, 4.58, 0.78)
C (-1.14, 5.45, 0.99)
S (0.36, 4.43, 0.71)
H (3.01, -1.39, 0.90)
H (6.39, -1.05, 0.14)
H (7.47, 1.16, -0.13)
H (6.14, 3.24, 0.16)
H (3.72, 3.06, 0.69)
H (-3.27, 5.05, 1.16)
H (-2.49, 4.33, -0.27)
H (-1.10, 5.84, 2.00)
H (-1.11, 6.27, 0.27)
C (-3.26, -2.27, 2.16)
C (-2.32, -1.24, 2.60)
N (-1.25, -0.74, 2.52)
H (-4.27, -2.11, 2.53)
H (-2.91, -3.25, 2.49)
H (-3.28, -2.26, 1.06)

Output
Kohn-Sham gap (spin up / spin down): 5.5 / 8.1 eV
HOMO (spin up / spin down): -5.4 / -8.0 eV
Total charge: 0
F_max: 3.44 eV/Å
Spin multiplicity: 3

---

Entry 3:
Molecular formula: C24H23BBaN4O5S3Te
Method: DFT, wB97M-V/def2-TZVPD

Geometry (Å):
Ba (2.21, -0.49, 0.16)
N (6.91, -5.18, 0.79)
C (5.64, -4.75, 1.22)
C (4.49, -5.27, 0.64)
C (3.25, -4.80, 1.01)
C (3.13, -3.81, 1.97)
C (4.27, -3.31, 2.59)
C (5.52, -3.79, 2.23)
S (1.53, -3.12, 2.28)
O (0.79, -3.99, 3.17)
O (0.92, -2.94, 0.96)
N (1.93, -1.72, 2.87)
C (0.97, -0.87, 3.33)
S (-0.62, -1.34, 3.93)
C (-1.00, 0.33, 4.17)
C (0.04, 1.09, 3.76)
N (1.15, 0.43, 3.31)
H (6.89, -5.32, -0.21)
H (7.61, -4.48, 0.98)
H (4.58, -6.00, -0.15)
H (2.35, -5.16, 0.51)
H (4.18, -2.52, 3.32)
H (6.41, -3.37, 2.68)
H (-1.96, 0.66, 4.54)
H (0.06, 2.17, 3.76)
O (6.24, -3.16, -1.44)
C (5.33, -2.43, -1.10)
N (4.44, -1.72, -0.77)
C (-5.90, 2.32, -2.94)
C (-5.70, 1.67, -1.57)
C (-6.66, 0.47, -1.47)
C (-6.07, 2.70, -0.50)
C (-4.26, 1.20, -1.36)
C (-3.91, 0.57, -0.16)
C (-2.62, 0.12, 0.11)
C (-1.67, 0.31, -0.87)
O (-0.35, -0.02, -0.88)
B (0.23, 0.43, -2.15)
O (-0.88, 1.01, -2.85)
C (-1.99, 0.93, -2.06)
C (-3.27, 1.38, -2.33)
H (-6.94, 2.63, -3.04)
H (-5.68, 1.63, -3.75)
H (-5.27, 3.20, -3.06)
H (-7.69, 0.79, -1.62)
H (-6.58, -0.02, -0.50)
H (-6.42, -0.27, -2.24)
H (-7.10, 3.05, -0.64)
H (-5.40, 3.56, -0.55)
H (-5.99, 2.27, 0.51)
H (-4.67, 0.43, 0.60)
H (-2.37, -0.35, 1.05)
H (-3.47, 1.86, -3.28)
Te (2.27, 2.92, 1.13)
C (2.52, 4.17, -0.56)
C (2.24, 3.93, -1.88)
C (2.54, 5.03, -2.73)
C (3.04, 6.11, -2.06)
S (3.14, 5.77, -0.38)
H (1.85, 2.98, -2.23)
H (2.39, 5.01, -3.80)
H (3.35, 7.06, -2.48)

Output
Energy above the lowest of the compared OMol25 structures with the same formula, charge and spin: 23.0 kJ/mol
Kohn-Sham gap: 5.3 eV
HOMO: -1.5 eV
Total charge: -2
F_max: 0.37 eV/Å

---

Entry 4:
Molecular formula: C24H23BClN16RuSe
Method: DFT, wB97M-V/def2-TZVPD

Geometry (Å):
Ru (-0.39, 0.33, 0.36)
C (2.67, -2.06, 2.18)
C (2.06, -0.83, 1.95)
N (1.35, -0.88, 0.82)
N (1.50, -2.11, 0.30)
C (2.28, -2.85, 1.11)
B (0.89, -2.46, -1.08)
N (-0.65, -2.47, -0.87)
C (-1.49, -3.51, -0.96)
C (-2.75, -3.09, -0.60)
C (-2.60, -1.76, -0.27)
N (-1.32, -1.37, -0.45)
N (1.26, -1.31, -2.02)
C (1.90, -1.36, -3.20)
C (2.08, -0.07, -3.64)
C (1.51, 0.73, -2.64)
N (1.03, -0.04, -1.68)
N (1.41, -3.75, -1.69)
C (2.66, -4.29, -1.66)
C (2.70, -5.28, -2.61)
C (1.43, -5.27, -3.20)
N (0.67, -4.34, -2.65)
H (3.30, -2.33, 3.00)
H (2.13, 0.06, 2.55)
H (2.49, -3.88, 0.91)
H (-1.15, -4.47, -1.29)
H (-3.66, -3.67, -0.57)
H (-3.37, -1.10, 0.09)
H (2.18, -2.30, -3.65)
H (2.55, 0.26, -4.55)
H (1.44, 1.80, -2.61)
H (3.43, -3.94, -1.00)
H (3.53, -5.93, -2.85)
H (1.05, -5.88, -4.00)
Se (-3.36, 3.28, 3.17)
N (-4.64, 3.29, 1.97)
C (-4.26, 2.55, 0.95)
C (-4.99, 2.29, -0.21)
C (-4.40, 1.51, -1.17)
C (-3.12, 0.99, -0.99)
N (-2.41, 1.14, 0.12)
C (-2.93, 1.95, 1.09)
N (-2.30, 2.21, 2.21)
H (-5.98, 2.70, -0.35)
H (-4.92, 1.30, -2.09)
H (-2.64, 0.42, -1.77)
C (1.95, 4.01, 4.00)
N (1.68, 3.24, 2.80)
C (2.38, 3.31, 1.62)
C (1.81, 2.41, 0.78)
N (0.76, 1.79, 1.43)
C (0.73, 2.31, 2.65)
H (2.64, 4.82, 3.76)
H (2.40, 3.38, 4.77)
H (1.03, 4.44, 4.39)
H (3.20, 4.00, 1.47)
H (2.08, 2.15, -0.23)
H (0.04, 2.05, 3.43)
Cl (-0.86, -2.33, 2.36)
C (-1.01, -0.58, 2.19)
H (-0.44, -0.14, 3.01)
H (-2.07, -0.35, 2.34)
N (-0.39, 1.96, -1.00)
C (-0.62, 3.10, -1.25)
N (-0.96, 4.24, -1.56)
C (-0.47, 5.44, -1.69)
N (-0.06, 6.52, -1.76)

Output
Energy above the lowest of the compared OMol25 structures with the same formula, charge and spin: 210.6 kJ/mol
Kohn-Sham gap (spin up / spin down): 6.4 / 6.3 eV
HOMO (spin up / spin down): -11.4 / -11.4 eV
Total charge: +1
F_max: 3.68 eV/Å

---

Entry 5:
Molecular formula: C24H23BrN9O5RhS2
Method: DFT, wB97M-V/def2-TZVPD

Geometry (Å):
Rh (-0.33, 0.65, 0.00)
O (1.28, -1.76, 1.01)
C (2.66, -1.42, 1.21)
C (3.44, -1.98, 0.04)
C (2.96, -1.39, -1.29)
C (3.28, 0.08, -1.42)
C (4.60, 0.50, -1.53)
C (4.87, 1.84, -1.73)
C (3.81, 2.73, -1.80)
C (2.53, 2.24, -1.64)
N (2.26, 0.94, -1.46)
H (0.86, -1.86, 1.87)
H (3.03, -1.84, 2.15)
H (2.77, -0.33, 1.26)
H (3.30, -3.06, 0.02)
H (4.51, -1.78, 0.18)
H (1.87, -1.51, -1.35)
H (3.41, -1.93, -2.12)
H (5.41, -0.22, -1.47)
H (5.89, 2.19, -1.84)
H (3.96, 3.79, -1.97)
H (1.68, 2.91, -1.64)
Br (-10.58, 1.17, 3.15)
C (-9.01, 0.21, 3.59)
C (-9.12, -1.10, 4.03)
C (-7.97, -1.80, 4.35)
C (-6.71, -1.20, 4.23)
C (-6.63, 0.14, 3.80)
C (-7.78, 0.83, 3.47)
N (-5.61, -1.97, 4.55)
N (-4.43, -1.45, 4.46)
C (-3.75, -1.39, 3.30)
C (-4.21, -1.93, 2.09)
C (-3.53, -1.73, 0.89)
C (-2.37, -0.98, 0.85)
O (-1.69, -0.74, -0.27)
C (-1.86, -0.46, 2.08)
N (-0.72, 0.28, 1.98)
C (-0.17, 0.78, 3.06)
C (-0.73, 0.57, 4.34)
C (-1.88, -0.15, 4.45)
C (-2.49, -0.68, 3.30)
H (-10.09, -1.57, 4.11)
H (-8.02, -2.83, 4.68)
H (-5.66, 0.62, 3.72)
H (-7.72, 1.86, 3.13)
H (-5.13, -2.49, 2.11)
H (-3.90, -2.14, -0.04)
H (0.72, 1.38, 2.92)
H (-0.25, 1.01, 5.20)
H (-2.34, -0.32, 5.42)
O (0.89, 2.15, 0.68)
S (0.07, 3.44, 0.92)
O (0.45, 4.44, -0.05)
O (0.15, 3.81, 2.31)
S (-1.81, 2.76, 0.47)
N (-2.83, 2.01, -4.44)
N (-1.75, 1.52, -3.73)
N (-0.70, 1.00, -4.32)
C (0.02, 0.63, -3.27)
N (-0.60, 0.92, -2.12)
N (-1.75, 1.50, -2.45)
H (-2.47, 2.54, -5.23)
H (-3.39, 2.56, -3.81)
H (0.97, 0.15, -3.34)

Output
Energy above the lowest of the compared OMol25 structures with the same formula, charge and spin: 0.0 kJ/mol
Kohn-Sham gap (spin up / spin down): 6.9 / 5.1 eV
HOMO (spin up / spin down): -7.1 / -8.0 eV
Total charge: 0
F_max: 1.58 eV/Å
Spin multiplicity: 5

---

Entry 6:
Molecular formula: C24H23F2N6O2S
Method: DFT, wB97M-V/def2-TZVPD

Geometry (Å):
O (-1.11, -2.08, -3.77)
S (0.09, -1.38, -4.01)
O (0.45, -1.31, -5.37)
F (1.25, -2.04, -3.21)
C (0.03, 0.27, -3.30)
N (-1.03, 0.52, -2.55)
N (-1.18, 1.66, -1.95)
C (-0.20, 2.51, -2.14)
C (0.93, 2.36, -2.92)
C (1.05, 1.15, -3.56)
F (2.07, 0.87, -4.31)
H (-1.74, -0.20, -2.42)
H (-0.31, 3.45, -1.61)
H (1.69, 3.13, -3.02)
N (-0.52, -6.37, -0.44)
C (-0.34, -5.44, -1.38)
C (0.71, -4.52, -1.37)
C (1.61, -4.57, -0.31)
C (1.43, -5.53, 0.67)
C (0.36, -6.40, 0.56)
H (-1.07, -5.43, -2.18)
H (0.80, -3.78, -2.15)
H (2.44, -3.88, -0.26)
H (2.11, -5.60, 1.51)
H (0.18, -7.17, 1.30)
N (-2.59, 4.53, 0.26)
C (-2.29, 4.93, 1.50)
C (-3.01, 4.55, 2.62)
C (-4.11, 3.72, 2.45)
C (-4.44, 3.29, 1.17)
C (-3.65, 3.73, 0.12)
H (-1.43, 5.58, 1.58)
H (-2.73, 4.90, 3.60)
H (-4.69, 3.40, 3.30)
H (-5.28, 2.64, 1.00)
H (-3.86, 3.42, -0.90)
N (4.27, 2.08, -1.29)
C (3.89, 0.80, -1.31)
C (4.76, -0.27, -1.42)
C (6.12, 0.00, -1.50)
C (6.54, 1.32, -1.48)
C (5.58, 2.31, -1.37)
H (2.82, 0.65, -1.25)
H (4.38, -1.29, -1.44)
H (6.83, -0.81, -1.59)
H (7.59, 1.57, -1.54)
H (5.87, 3.36, -1.34)
N (-3.83, 0.39, 3.41)
C (-2.51, 0.59, 3.26)
C (-1.55, -0.09, 3.98)
C (-1.96, -1.03, 4.91)
C (-3.31, -1.25, 5.08)
C (-4.20, -0.52, 4.31)
H (-2.24, 1.34, 2.53)
H (-0.50, 0.11, 3.82)
H (-1.23, -1.58, 5.50)
H (-3.68, -1.97, 5.80)
H (-5.27, -0.66, 4.40)

Output
Kohn-Sham gap: 5.6 eV
HOMO: -11.6 eV
Total charge: +1
F_max: 3.14 eV/Å

---

Entry 7:
Molecular formula: C24H23F3N
Method: DFT, wB97M-V/def2-TZVPD

Geometry (Å):
C (1.11, 3.00, 1.23)
C (1.13, 1.65, 0.54)
C (2.36, 1.49, -0.35)
N (0.29, 0.60, 0.70)
C (0.97, -0.60, 1.36)
C (0.69, -1.03, 2.81)
C (-0.62, -1.32, 3.19)
C (-0.92, -1.92, 4.42)
C (0.11, -2.23, 5.31)
C (1.44, -1.98, 4.95)
C (1.72, -1.42, 3.69)
C (-0.88, 0.67, -0.45)
C (-1.73, -0.52, -0.22)
C (-2.91, -0.45, 0.53)
C (-3.54, -1.63, 0.96)
C (-3.01, -2.88, 0.59)
C (-1.87, -2.95, -0.23)
C (-1.27, -1.77, -0.67)
C (-0.55, 0.95, -1.93)
C (-0.21, 2.25, -2.32)
C (0.44, 2.50, -3.54)
C (0.62, 1.45, -4.43)
C (1.42, 1.67, -5.70)
F (2.30, 0.63, -5.94)
F (2.18, 2.81, -5.65)
F (0.63, 1.77, -6.81)
C (0.05, 0.21, -4.18)
C (-0.63, -0.01, -2.98)
H (1.28, 3.76, 0.44)
H (0.15, 3.21, 1.74)
H (1.94, 3.08, 1.97)
H (2.51, 2.43, -0.93)
H (3.28, 1.28, 0.25)
H (2.18, 0.68, -1.08)
H (0.73, -1.46, 0.72)
H (2.08, -0.46, 1.33)
H (-1.43, -1.07, 2.48)
H (-1.96, -2.16, 4.67)
H (-0.13, -2.70, 6.27)
H (2.25, -2.24, 5.65)
H (2.78, -1.28, 3.39)
H (-1.23, 1.59, 0.03)
H (-3.34, 0.51, 0.83)
H (-4.44, -1.60, 1.57)
H (-3.50, -3.81, 0.90)
H (-1.46, -3.91, -0.54)
H (-0.39, -1.83, -1.32)
H (-0.38, 3.10, -1.65)
H (0.80, 3.48, -3.78)
H (0.14, -0.58, -4.94)
H (-1.16, -0.96, -2.89)

Output
Energy above the lowest of the compared OMol25 structures with the same formula, charge and spin: 417.1 kJ/mol
Kohn-Sham gap: 6.4 eV
HOMO: -12.0 eV
Total charge: +1
F_max: 2.39 eV/Å

---

Entry 8:
Molecular formula: C24H23IN5O2PmS
Method: DFT, wB97M-V/def2-TZVPD

Geometry (Å):
Pm (0.37, 0.05, -0.26)
C (-3.52, -1.95, -0.43)
C (-2.93, -1.78, 0.94)
N (-3.73, -1.88, 1.96)
C (-3.29, -1.78, 3.21)
C (-1.97, -1.52, 3.51)
C (-1.52, -1.37, 4.95)
O (-0.47, -2.24, 5.30)
C (-1.06, -1.35, 2.43)
C (0.32, -1.12, 2.74)
N (1.18, -0.42, 2.05)
C (2.47, -0.32, 2.61)
C (2.66, -0.24, 4.00)
C (3.92, -0.20, 4.56)
C (5.05, -0.22, 3.75)
C (4.90, -0.26, 2.37)
C (3.63, -0.29, 1.83)
I (3.47, -0.35, -0.33)
C (-1.53, -1.54, 1.09)
O (-0.72, -1.59, 0.07)
H (-4.51, -2.39, -0.33)
H (-2.88, -2.61, -1.03)
H (-3.61, -0.99, -0.92)
H (-4.03, -1.90, 3.98)
H (-2.38, -1.52, 5.61)
H (-1.15, -0.35, 5.10)
H (-0.83, -3.10, 5.55)
H (0.66, -1.59, 3.67)
H (1.80, -0.20, 4.65)
H (4.02, -0.16, 5.63)
H (6.04, -0.19, 4.18)
H (5.76, -0.28, 1.73)
S (-1.60, 2.05, -0.58)
C (-0.46, 2.66, -1.64)
N (-0.75, 3.72, -2.46)
C (0.14, 4.20, -3.34)
C (1.39, 3.63, -3.41)
C (1.67, 2.58, -2.53)
N (0.78, 2.10, -1.68)
H (-1.68, 4.13, -2.38)
H (-0.18, 5.02, -3.97)
H (2.13, 3.97, -4.12)
H (2.66, 2.12, -2.51)
N (0.95, -0.99, -2.62)
C (-0.06, -0.32, -3.41)
C (-1.39, -0.39, -2.96)
C (-2.40, 0.15, -3.74)
C (-2.09, 0.77, -4.94)
C (-0.78, 0.88, -5.35)
C (0.25, 0.35, -4.58)
H (1.82, -1.01, -3.15)
H (0.67, -1.97, -2.48)
H (-1.62, -0.97, -2.06)
H (-3.43, 0.06, -3.43)
H (-2.89, 1.13, -5.57)
H (-0.54, 1.36, -6.29)
H (1.27, 0.41, -4.92)

Output
Energy above the lowest of the compared OMol25 structures with the same formula, charge and spin: 40.9 kJ/mol
Kohn-Sham gap (spin up / spin down): 6.9 / 6.9 eV
HOMO (spin up / spin down): -13.7 / -13.8 eV
Total charge: +2
F_max: 3.20 eV/Å
Spin multiplicity: 5

---

Q: Which value of F_max does entry 2 give?
A: 3.44 eV/Å

---

Q: Among the records above, which one has the lowest total charge?
A: C24H23BBaN4O5S3Te

---

Q: Which of these has the highest F_max?
A: C24H23BClN16RuSe

---

Q: The lowest total charge belongs to which entry?
A: C24H23BBaN4O5S3Te